Entry from the Open Molecules 2025 dataset: a cluster of 2 separate species, C5H11O3 in total at a distorted geometry (ωB97M-V with the def2-TZVPD basis set).

Each line ends with the natural charge from an NBO analysis.
Cartesian coordinates (Å):
C1 -1.0350 -0.8109 0.1770  -0.56
C2 -1.6708 -2.1559 0.6116  -0.61
C3 -1.9653 -0.0810 -1.0014  0.80
O1 -3.1418 -0.4865 -0.9449  -0.78
O2 -1.4397 0.8047 -1.6892  -0.77
H1 -1.0538 -0.1363 1.0293  0.20
H2 0.0055 -1.0577 -0.0773  0.17
H3 -0.9922 -2.9336 0.9978  0.17
H4 -2.3059 -2.5813 -0.1480  0.22
H5 -2.3287 -1.8674 1.4434  0.19
C4 1.2206 1.4863 -0.4887  -0.10
C5 2.4303 0.7263 -0.0214  -0.65
O3 0.8327 2.4691 0.5031  -0.73
H6 1.4516 2.0249 -1.4125  0.16
H7 0.3347 0.8581 -0.6466  0.26
H8 2.3491 0.3623 1.0154  0.20
H9 1.3764 2.2842 1.2767  0.45
H10 3.3255 1.3468 -0.1437  0.19
H11 2.6069 -0.2522 -0.4805  0.22

Values from the calculation:
Net charge: -1
Frontier orbital gap: 7.493 eV
Strongest force on any atom: 1.88 eV/Å



Entry from the Open Molecules 2025 dataset: a cluster of 2 separate species, C4H10NO in total at a distorted geometry (ωB97M-V with the def2-TZVPD basis set).

Each line ends with the natural charge from an NBO analysis.
Cartesian coordinates (Å):
C1 -0.3849 0.0719 1.9137  -0.68
C2 -0.9104 -0.5172 0.7416  -0.14
C3 0.6005 0.9222 -2.2499  0.47
C4 -0.6560 -1.8316 0.4303  -0.68
N1 1.6231 1.8255 -2.1372  -0.68
O1 0.2494 0.2746 -1.2637  -0.01
H1 -0.3259 1.1924 1.7262  0.22
H2 0.4303 -0.3178 2.4189  0.23
H3 -1.8345 -0.0563 0.4413  0.18
H4 0.1670 0.8733 -3.1460  0.24
H5 -1.5625 -2.4748 0.5052  0.25
H6 0.3092 -2.1442 1.0729  0.22
H7 -0.4044 -2.2163 -0.5513  0.23
H8 1.7290 2.4729 -2.8834  0.45
H9 2.1626 1.7462 -1.3044  0.45
H10 -1.0264 0.1796 2.7755  0.25

Values from the calculation:
Net charge: +1
Multiplicity: 3
Frontier orbital gap (spin up / spin down): 5.151 / 5.005 eV
Strongest force on any atom: 6.23 eV/Å



Entry from the Open Molecules 2025 dataset: a structure of composition C18H23BCl2F3N4O4PdS (ωB97M-V with the def2-TZVPD basis set).

Each line ends with the natural charge from an NBO analysis.
Cartesian coordinates (Å):
Pd1 -0.0150 -0.2661 -0.1187  0.56
N1 -3.8438 5.9230 -3.7278  -0.81
C1 -3.5102 4.9982 -2.7284  0.17
C2 -3.6231 5.3419 -1.3826  -0.29
C3 -3.3288 4.4136 -0.3977  -0.16
C4 -2.9392 3.1340 -0.7496  -0.29
C5 -2.8267 2.7776 -2.0853  -0.17
C6 -3.1071 3.7073 -3.0695  -0.27
S1 -2.5493 1.9329 0.4931  2.34
O1 -3.2722 0.7352 0.1613  -0.95
O2 -2.7926 2.5639 1.7683  -0.97
N2 -0.9821 1.5884 0.2705  -0.91
C7 -0.0132 2.5042 0.4958  0.56
N3 1.2342 1.9800 0.5335  -0.51
C8 2.2317 2.8033 0.7881  0.10
C9 2.0439 4.1633 0.9996  -0.39
C10 0.7343 4.6064 0.8987  0.10
N4 -0.2918 3.8118 0.6478  -0.51
H1 -3.7254 6.8860 -3.4565  0.37
H2 -3.4183 5.7326 -4.6211  0.37
H3 -3.9334 6.3451 -1.1110  0.20
H4 -3.3828 4.6707 0.6511  0.24
H5 -2.5003 1.7816 -2.3488  0.26
H6 -3.0030 3.4355 -4.1138  0.20
H7 3.2223 2.3589 0.8183  0.19
H8 2.8633 4.8315 1.2200  0.21
H9 0.4961 5.6606 1.0167  0.18
Cl1 3.7683 -2.8137 -2.2191  -0.02
C11 3.0990 -3.0137 -0.5935  -0.39
Cl2 2.2382 -1.5785 -0.0133  0.04
H10 3.9206 -3.1872 0.0909  0.22
H11 2.4110 -3.8505 -0.6113  0.22
C12 1.3608 -0.6227 4.9345  -0.62
C13 0.1559 -1.0011 4.0887  0.24
C14 -0.4196 -2.3313 4.5624  -0.63
O3 0.5953 -1.1840 2.7278  -0.76
B1 -0.3397 -0.6036 1.8731  0.81
O4 -1.3602 -0.0312 2.6027  -0.74
C15 -0.9187 0.1217 3.9567  0.24
C16 -0.3406 1.5316 4.0668  -0.65
C17 -2.1162 -0.0215 4.8802  -0.63
H12 2.0443 -1.4708 4.9978  0.21
H13 1.0528 -0.3528 5.9477  0.20
H14 1.8963 0.2162 4.4952  0.22
H15 0.3439 -3.1018 4.4474  0.21
H16 -1.2821 -2.6144 3.9586  0.22
H17 -0.7202 -2.2904 5.6109  0.20
H18 0.5320 1.6429 3.4192  0.22
H19 -0.0584 1.7778 5.0930  0.19
H20 -1.0999 2.2324 3.7184  0.25
H21 -2.6560 -0.9468 4.6880  0.21
H22 -2.7968 0.8110 4.7017  0.23
H23 -1.8055 -0.0004 5.9281  0.19
F1 1.5325 0.8367 -2.5005  -0.40
C18 0.3785 0.1212 -2.2378  0.54
F2 0.5707 -1.0530 -2.9676  -0.41
F3 -0.5731 0.7965 -2.9831  -0.40

Values from the calculation:
Net charge: -1
Frontier orbital gap: 7.195 eV
Strongest force on any atom: 0.52 eV/Å



Entry from the Open Molecules 2025 dataset: a cluster of 6 separate species, C3H17NO6S in total at a distorted geometry (ωB97M-V with the def2-TZVPD basis set).

Each line ends with the natural charge from an NBO analysis.
Cartesian coordinates (Å):
C1 0.4109 -0.0563 -0.7203  -0.07
O1 -0.6099 0.5404 0.1144  -0.87
C2 0.3755 -1.5580 -0.5349  -0.09
C3 1.5956 -2.0662 -1.4393  -0.58
S1 1.1781 -2.7636 -2.9984  -0.70
N1 0.4781 -1.9150 0.9377  -0.89
H1 0.2769 0.2471 -1.7583  0.19
H2 1.3417 0.2375 -0.2369  0.15
H3 -0.3878 -2.2033 -0.8407  0.19
H4 2.2712 -2.7048 -0.8515  0.17
H5 2.2330 -1.1634 -1.6432  0.18
H6 1.3672 -1.9230 1.3762  0.35
H7 -0.1879 -1.3675 1.4585  0.37
H8 0.4513 2.6888 0.0196  0.51
H9 0.7421 3.7702 -0.6963  0.47
O2 1.1808 3.3289 0.0590  -1.00
H10 0.7402 2.7705 2.5701  0.49
H11 -0.7095 2.5213 2.7188  0.48
O3 0.0663 2.4891 3.2835  -0.97
H12 -2.7208 1.8764 -0.0263  0.50
H13 -2.7774 0.6564 0.8830  0.47
O4 -3.3958 1.2769 0.4672  -1.04
H14 -1.1205 1.3894 -0.3468  0.51
H15 -1.8333 3.1772 -1.4253  0.44
O5 -1.4475 2.6832 -0.7100  -1.24
H16 -0.3695 -3.7184 0.6791  0.49
H17 0.5445 -3.9555 -0.6070  0.49
O6 0.3066 -4.2583 0.2679  -1.00

Values from the calculation:
Net charge: -2
Frontier orbital gap: 5.926 eV
Strongest force on any atom: 3.54 eV/Å



The following energy relative to the best compared isomer or geometry (same formula, charge and spin) values (in kcal per mole) correspond, in order, to the records above: 35.58 41.78 54.51 35.16.